# 1
{"formula": "C12H13CrNO6Se2", "method": "ωB97M-V/def2-TZVPD", "charge": -1, "relative_energy_kcal_mol": 1.3, "s2": 3.835, "orbital_gap_ev": [6.6, 6.9], "largest_force_ha_per_bohr": 0.063, "multiplicity": 4, "symbols": ["Cr", "O", "C", "O", "C", "C", "C", "C", "C", "N", "C", "O", "O", "H", "H", "H", "O", "C", "C", "C", "O", "C", "Se", "C", "Se", "H", "H", "H", "H", "H", "H", "H", "H", "H", "H"], "xyz": [[-0.893, 0.765, 0.168], [-1.363, -1.157, 3.673], [-1.412, -0.674, 2.553], [-0.532, 0.075, 1.998], [-2.619, -0.878, 1.653], [-3.762, -1.620, 1.899], [-4.777, -1.614, 0.947], [-4.636, -0.846, -0.206], [-3.475, -0.111, -0.374], [-2.491, -0.158, 0.533], [-3.121, 0.825, -1.518], [-3.920, 1.067, -2.408], [-1.941, 1.311, -1.396], [-3.837, -2.181, 2.817], [-5.670, -2.201, 1.102], [-5.398, -0.806, -0.969], [2.474, 0.054, -2.902], [2.127, 0.957, -1.890], [2.575, 0.491, -0.484], [4.117, 0.344, -0.566], [4.754, -0.115, 0.600], [2.261, 1.548, 0.583], [0.588, 2.610, 0.321], [1.996, -0.890, -0.143], [0.127, -1.223, -0.754], [1.879, -0.705, -2.821], [1.041, 1.142, -1.889], [2.619, 1.905, -2.118], [4.534, 1.312, -0.877], [4.358, -0.389, -1.338], [4.589, 0.505, 1.320], [3.050, 2.303, 0.611], [2.160, 1.101, 1.573], [2.011, -1.079, 0.931], [2.585, -1.670, -0.630]]}

---

# 2
{"formula": "C16H17BrN8O4S2", "method": "ωB97M-V/def2-TZVPD", "smiles": "Cc1nn(CC(=O)N[C@H]2C(=O)N3C(C(=O)O)=C(CSc4nnnn4C)CS[C@H]23)cc1Br", "relative_energy_kcal_mol": 2.8, "orbital_gap_ev": 8.8, "largest_force_ha_per_bohr": 0.030, "multiplicity": 1, "symbols": ["C", "C", "N", "N", "C", "C", "O", "N", "C", "C", "O", "N", "C", "C", "O", "O", "C", "C", "S", "C", "N", "N", "N", "N", "C", "C", "S", "C", "C", "C", "Br", "H", "H", "H", "H", "H", "H", "H", "H", "H", "H", "H", "H", "H", "H", "H", "H", "H"], "xyz": [[-0.709, -2.236, 5.656], [-1.541, -2.757, 4.545], [-2.211, -1.976, 3.714], [-2.834, -2.767, 2.834], [-3.623, -2.197, 1.780], [-2.784, -1.321, 0.829], [-2.894, -1.392, -0.375], [-1.993, -0.452, 1.488], [-1.005, 0.338, 0.820], [-0.011, -0.381, -0.119], [0.762, -1.280, -0.006], [-0.391, 0.420, -1.174], [0.274, 0.864, -2.298], [1.290, -0.085, -2.841], [2.337, 0.241, -3.348], [0.891, -1.340, -2.729], [0.029, 2.085, -2.828], [0.834, 2.621, -3.947], [2.273, 3.618, -3.312], [2.807, 2.637, -1.984], [2.132, 2.266, -0.916], [2.972, 1.558, -0.181], [4.117, 1.483, -0.725], [4.068, 2.150, -1.871], [5.158, 2.236, -2.791], [-0.987, 3.017, -2.248], [-1.117, 2.920, -0.428], [-1.413, 1.128, -0.440], [-2.581, -4.065, 3.074], [-1.752, -4.098, 4.176], [-1.057, -5.628, 5.022], [-0.903, -1.177, 5.798], [-0.929, -2.776, 6.575], [0.347, -2.377, 5.427], [-4.084, -2.996, 1.198], [-4.407, -1.563, 2.211], [-1.911, -0.588, 2.498], [-0.477, 0.962, 1.542], [1.587, -1.962, -2.996], [1.265, 1.845, -4.574], [0.280, 3.337, -4.551], [4.871, 1.765, -3.733], [5.418, 3.279, -2.972], [6.002, 1.708, -2.353], [-0.715, 4.050, -2.460], [-1.982, 2.820, -2.656], [-2.417, 0.922, -0.814], [-2.985, -4.859, 2.480]]}

---

# 3
{"formula": "C7H16BrCuO7S", "method": "ωB97M-V/def2-TZVPD", "charge": -2, "s2": 2.023, "orbital_gap_ev": [4.9, 4.7], "largest_force_ha_per_bohr": 0.084, "multiplicity": 3, "symbols": ["Cu", "Br", "O", "C", "C", "O", "H", "H", "H", "H", "O", "C", "C", "O", "H", "H", "H", "H", "O", "S", "O", "O", "C", "C", "C", "H", "H", "H", "H", "H", "H", "H", "H"], "xyz": [[0.357, 0.504, 1.775], [-0.258, 3.031, 1.914], [2.633, 0.544, 1.693], [3.032, -0.009, 2.947], [2.118, 0.194, 4.191], [0.807, -0.379, 4.046], [4.065, 0.247, 3.185], [3.047, -1.078, 2.738], [1.940, 1.219, 4.515], [2.702, -0.202, 5.023], [-0.811, -1.392, 1.582], [-2.220, -1.324, 1.228], [-3.290, -2.366, 1.722], [-3.147, -2.815, 3.045], [-2.239, -1.377, 0.139], [-2.445, -0.322, 1.594], [-3.310, -3.231, 1.058], [-4.305, -1.999, 1.571], [0.348, 0.393, -0.434], [0.962, 0.170, -1.720], [1.259, -1.141, -2.187], [-0.036, 0.945, -2.815], [-1.285, 0.378, -3.309], [-1.637, 0.817, -4.728], [2.346, 1.465, -1.888], [-2.104, 0.647, -2.642], [-1.315, -0.706, -3.196], [-2.531, 0.329, -5.117], [-0.742, 0.651, -5.327], [-1.771, 1.896, -4.805], [2.736, 1.231, -2.878], [3.041, 1.167, -1.103], [2.053, 2.513, -1.817]]}

---

# 4
{"formula": "C3H7N5", "method": "ωB97M-V/def2-TZVPD", "smiles": "[H]/N=C/N=C(/N)N/C=N/[H]", "relative_energy_kcal_mol": 40.5, "orbital_gap_ev": 9.9, "largest_force_ha_per_bohr": 0.075, "multiplicity": 1, "symbols": ["H", "N", "C", "N", "C", "N", "N", "C", "N", "H", "H", "H", "H", "H", "H"], "xyz": [[2.444, -1.853, 0.685], [1.478, -1.316, 0.862], [0.976, -1.156, -0.339], [-0.446, -1.074, -0.436], [-1.126, -0.150, 0.009], [-2.524, -0.174, -0.025], [-0.551, 1.020, 0.534], [0.768, 1.396, 0.224], [1.381, 1.181, -0.850], [2.397, 1.616, -0.718], [1.652, -1.237, -1.256], [-2.886, -0.970, -0.606], [-2.997, 0.695, -0.272], [-0.960, 1.677, 1.207], [1.275, 2.067, 1.003]]}

---

# 5
{"formula": "C30H45BrEuN2P2", "method": "ωB97M-V/def2-TZVPD", "charge": 2, "relative_energy_kcal_mol": 3.6, "s2": 15.769, "orbital_gap_ev": [4.8, 4.9], "largest_force_ha_per_bohr": 0.047, "multiplicity": 8, "symbols": ["N", "C", "C", "C", "C", "C", "C", "Eu", "P", "C", "C", "C", "C", "C", "C", "C", "Br", "H", "H", "H", "H", "H", "H", "H", "H", "H", "H", "P", "C", "C", "H", "H", "H", "H", "H", "C", "C", "H", "H", "H", "H", "H", "C", "C", "H", "H", "H", "H", "H", "C", "C", "H", "H", "H", "H", "H", "C", "C", "H", "H", "H", "H", "H", "C", "C", "H", "H", "H", "H", "H", "C", "C", "C", "N", "C", "C", "H", "H", "H", "H", "H"], "xyz": [[2.924, -5.034, -4.395], [1.992, -5.588, -3.622], [0.884, -4.885, -3.137], [0.747, -3.522, -3.472], [1.722, -2.965, -4.339], [2.783, -3.764, -4.777], [-0.365, -2.731, -2.937], [-2.001, -1.669, -1.193], [-4.147, 1.847, -0.019], [-0.229, -1.335, -2.813], [0.830, -0.702, -2.019], [1.163, 0.649, -2.284], [1.859, 1.405, -1.362], [2.178, 0.861, -0.093], [2.093, -0.548, 0.056], [1.456, -1.329, -0.907], [-0.711, 0.995, 0.469], [-1.359, -3.243, -2.905], [-0.827, -0.670, -3.471], [0.181, -5.376, -2.465], [1.675, -1.920, -4.650], [2.124, -6.637, -3.355], [3.543, -3.349, -5.445], [0.780, 1.107, -3.202], [1.361, -2.415, -0.762], [2.091, 2.448, -1.590], [2.460, -1.014, 0.977], [2.608, 1.935, 1.305], [-3.942, 0.242, -0.872], [-5.221, -0.071, -1.663], [-3.775, -0.509, -0.065], [-3.084, 0.389, -1.578], [-5.367, -1.152, -1.774], [-6.091, 0.352, -1.148], [-5.178, 0.365, -2.668], [-3.065, 2.837, -1.097], [-3.033, 4.319, -0.748], [-3.435, 2.686, -2.125], [-2.056, 2.383, -1.002], [-2.338, 4.820, -1.428], [-4.020, 4.774, -0.883], [-2.690, 4.500, 0.275], [-3.369, 2.036, 1.645], [-4.398, 2.228, 2.755], [-2.711, 2.916, 1.615], [-2.732, 1.157, 1.838], [-3.884, 2.310, 3.717], [-4.970, 3.148, 2.596], [-5.093, 1.384, 2.807], [1.884, 1.216, 2.787], [1.961, 2.092, 4.042], [2.386, 0.251, 2.958], [0.833, 1.007, 2.523], [2.973, 2.121, 4.469], [1.637, 3.126, 3.858], [1.296, 1.666, 4.805], [1.939, 3.564, 0.950], [2.875, 4.478, 0.146], [1.695, 4.019, 1.924], [0.992, 3.396, 0.414], [3.782, 4.723, 0.715], [3.177, 4.042, -0.817], [2.348, 5.417, -0.070], [4.385, 2.014, 1.548], [5.021, 0.723, 2.060], [4.556, 2.841, 2.254], [4.826, 2.312, 0.587], [5.086, -0.027, 1.263], [6.041, 0.934, 2.404], [4.469, 0.278, 2.897], [-0.697, -4.466, 2.899], [-0.826, -5.259, 1.752], [-1.267, -4.680, 0.560], [-1.566, -3.357, 0.494], [-1.371, -2.572, 1.584], [-0.990, -3.105, 2.818], [-0.367, -4.912, 3.841], [-0.599, -6.324, 1.757], [-1.394, -5.263, -0.358], [-1.528, -1.485, 1.466], [-0.921, -2.436, 3.675]]}

---

# 6
{"formula": "C7H14N2", "method": "ωB97M-V/def2-TZVPD", "smiles": "Cc1c[nH]cn1.CCC", "relative_energy_kcal_mol": 30.3, "orbital_gap_ev": 9.0, "largest_force_ha_per_bohr": 0.081, "multiplicity": 1, "symbols": ["C", "C", "C", "N", "C", "N", "H", "H", "H", "H", "H", "H", "C", "C", "C", "H", "H", "H", "H", "H", "H", "H", "H"], "xyz": [[-1.738, 2.217, -1.129], [-0.651, 1.927, -0.180], [-0.404, 0.795, 0.715], [0.778, 1.071, 1.289], [1.256, 2.288, 0.870], [0.470, 2.787, -0.028], [-2.199, 1.308, -1.468], [-1.359, 2.738, -2.015], [-2.481, 2.954, -0.702], [-1.062, 0.001, 1.210], [1.037, 0.495, 2.132], [2.263, 2.637, 1.119], [-0.790, -3.772, 0.234], [0.189, -2.646, -0.107], [1.071, -2.874, -1.281], [-1.690, -3.359, 0.788], [-0.237, -4.538, 0.672], [-1.032, -4.320, -0.715], [-0.381, -1.766, -0.307], [0.720, -2.237, 0.705], [1.778, -3.690, -1.292], [0.499, -2.797, -2.201], [1.800, -2.041, -1.476]]}